Below is a molecular structure, C47H42F6InN7O4P2S3, with properties calculated with ωB97M-V/def2-TZVPD.

```
112
Properties=species:S:1:pos:R:3:forces:R:3
In -0.191636 0.046853 -0.133627 -0.253 -0.155 -0.043
N 0.202882 -0.602989 -2.370451 0.096 0.105 0.149
C 0.081933 0.406528 -3.384579 -0.042 -0.021 -0.027
C 0.204664 0.150270 -4.718266 0.040 0.001 -0.033
C 0.102708 1.196143 -5.662046 0.014 0.010 0.005
C -0.130700 2.476603 -5.254971 -0.004 -0.009 0.020
C -0.286058 2.765620 -3.877813 -0.007 -0.016 -0.015
C -0.587367 4.052156 -3.385464 0.009 0.034 -0.007
C -0.774145 4.236676 -2.043602 -0.002 0.003 -0.011
C -0.634090 3.136463 -1.185785 0.083 -0.023 -0.097
N -0.321123 1.929265 -1.601036 0.100 0.066 0.066
C -0.165299 1.721837 -2.937205 -0.028 -0.044 0.026
H -0.233523 -1.472261 -2.663394 -0.097 0.015 0.125
H 1.193147 -0.864084 -2.268118 0.112 -0.027 -0.141
H 0.403164 -0.859524 -5.056724 0.001 -0.004 -0.001
H 0.220007 0.971321 -6.712729 -0.001 -0.005 -0.005
H -0.204601 3.282818 -5.972811 -0.007 0.002 -0.004
H -0.680736 4.878571 -4.079127 -0.005 0.000 -0.002
H -1.026421 5.204802 -1.634656 -0.002 -0.003 0.014
H -0.801437 3.259826 -0.123688 -0.033 0.014 0.026
C 1.547792 1.415753 4.157384 0.055 0.003 0.012
N 1.174637 0.960652 2.800942 -0.031 0.025 0.069
P 0.504344 -0.577599 2.578789 0.023 0.153 -0.035
C -0.511497 -0.792093 4.077701 -0.063 -0.030 -0.042
C -0.273217 -1.770523 5.041231 0.016 -0.004 0.030
C -1.069101 -1.839383 6.177218 0.003 -0.004 0.010
C -2.091876 -0.925340 6.373793 -0.007 0.000 0.005
C -2.310666 0.080011 5.439941 0.019 -0.004 0.006
C -1.528145 0.141402 4.300170 0.031 0.004 -0.041
C 1.816838 -1.810713 2.770860 -0.063 -0.036 -0.001
C 3.094184 -1.421264 2.905788 0.040 0.002 -0.030
C 4.222937 -2.307506 3.155812 -0.024 0.047 -0.010
C 4.328603 -3.569353 2.754535 0.036 -0.009 0.036
C 2.124451 -4.271829 2.477100 0.040 -0.036 -0.059
C 1.384673 -3.215073 2.795952 -0.055 0.034 -0.007
P 0.796866 2.086135 1.591787 0.039 0.023 -0.078
C -0.226577 3.353704 2.411880 -0.023 -0.037 -0.007
C 0.355430 4.389449 3.145023 -0.040 -0.001 0.023
C -0.443436 5.290179 3.833176 0.015 -0.001 0.004
C -1.826160 5.175055 3.789368 0.004 0.005 -0.005
C -2.415461 4.158794 3.050215 -0.003 0.012 0.003
C -1.617038 3.255002 2.366629 0.014 0.022 -0.028
C 2.293128 3.031648 1.226887 -0.032 0.029 0.039
C 3.536499 2.681104 1.737957 0.023 -0.018 -0.070
C 4.640909 3.483927 1.492816 0.021 -0.071 -0.030
C 4.515837 4.622166 0.711967 0.006 0.012 -0.010
C 3.279817 4.967209 0.181930 0.003 0.002 0.001
C 2.170512 4.183056 0.448211 0.002 0.001 0.022
H 1.946271 0.577398 4.726084 0.008 -0.012 -0.006
H 0.684859 1.821193 4.687584 0.003 -0.013 -0.012
H 2.315128 2.185169 4.093139 -0.003 -0.002 -0.015
H 0.544085 -2.470258 4.930140 -0.054 0.059 0.076
H -0.876522 -2.603568 6.918009 0.006 -0.004 0.002
H -2.704034 -0.980932 7.263737 0.000 0.000 0.005
H -3.077652 0.823929 5.611656 -0.005 0.000 -0.013
H -1.665589 0.965430 3.609989 -0.068 -0.010 -0.064
H 3.321074 -0.362038 2.876535 -0.015 0.024 0.014
H 5.062660 -1.900590 3.704527 0.009 -0.003 -0.004
H 5.200584 -4.175567 2.964978 -0.013 -0.014 0.001
H 1.738396 -5.282000 2.540090 -0.003 -0.006 0.007
H 0.372619 -3.437471 3.115182 0.051 -0.051 -0.065
H 1.431829 4.498773 3.174930 0.005 0.003 0.009
H 0.015651 6.087781 4.401457 0.003 0.002 0.004
H -2.443973 5.883877 4.324014 -0.004 0.006 0.001
H -3.493497 4.077890 3.000374 -0.005 -0.008 -0.002
H -2.082073 2.476268 1.775723 -0.018 -0.025 0.004
H 3.649075 1.773785 2.314068 0.017 -0.019 0.017
H 5.603946 3.208827 1.901164 0.009 0.004 0.006
H 5.380096 5.241854 0.515253 0.005 0.001 0.004
H 3.179068 5.855751 -0.426532 -0.003 0.002 -0.006
H 1.204860 4.488741 0.064477 0.033 0.011 0.020
F 5.935432 0.026795 -1.685903 -0.004 -0.023 -0.010
C 5.138161 -0.228375 -0.667869 -0.048 0.070 -0.074
F 5.399413 0.608626 0.328478 0.001 0.135 0.052
F 5.339488 -1.470139 -0.241208 0.006 -0.107 0.079
S 3.360097 -0.049510 -1.205744 -0.217 0.300 0.106
O 2.617365 0.297277 0.011069 0.068 -0.031 -0.067
O 3.322029 0.892170 -2.278066 0.092 -0.085 0.020
N 2.922489 -1.483660 -1.699804 -0.212 -0.137 0.109
S 2.371029 -2.411872 -0.450790 0.287 -0.047 -0.117
O 3.403443 -4.225539 1.968497 -0.019 -0.007 -0.038
O 0.948902 -2.012765 -0.130109 0.055 0.002 -0.102
C 2.063602 -3.876448 -1.557689 -0.037 0.063 0.143
F 1.173857 -3.554213 -2.501991 -0.029 -0.026 -0.068
F 3.179662 -4.288148 -2.116476 0.046 -0.031 -0.018
F 1.547647 -4.840394 -0.801971 -0.035 -0.024 -0.016
C -5.281327 1.178763 0.236039 -0.041 0.005 -0.010
C -4.607457 1.558907 -0.912321 0.001 -0.015 -0.013
C -3.247369 1.317364 -0.999731 0.033 0.029 0.031
N -2.551207 0.731429 -0.020009 0.056 0.014 0.003
C -3.220013 0.332084 1.069010 -0.033 -0.024 -0.019
C -4.572491 0.544270 1.245537 0.014 -0.019 0.012
H -6.342851 1.360549 0.338008 -0.001 0.000 -0.002
H -5.122579 2.034487 -1.734757 0.009 0.004 -0.007
H -2.695607 1.598154 -1.886117 -0.029 0.031 -0.008
H -2.645222 -0.193562 1.819224 0.052 0.014 0.107
H -5.057944 0.206601 2.150484 0.011 0.005 0.009
N -4.431132 -5.974714 -1.309854 0.002 -0.016 -0.029
C -3.465476 -5.784806 -0.399271 -0.018 -0.030 0.073
S -2.900161 -6.973884 0.575034 0.035 0.056 -0.051
C -2.890723 -4.400087 -0.341552 -0.004 -0.048 -0.011
C -2.291354 -3.947918 0.827179 -0.046 -0.024 0.069
C -1.703267 -2.703377 0.847753 0.075 -0.025 -0.122
N -1.670917 -1.885602 -0.210068 0.001 -0.175 0.187
C -2.283959 -2.299800 -1.318930 -0.089 0.110 0.064
C -2.896675 -3.534824 -1.430279 0.023 -0.012 -0.071
H -4.837688 -6.893669 -1.385182 -0.009 0.008 -0.003
H -4.866541 -5.222806 -1.814063 -0.009 0.031 0.019
H -2.276706 -4.586319 1.699807 0.016 0.015 -0.004
H -1.216319 -2.351297 1.747118 -0.004 0.006 -0.009
H -2.307768 -1.607044 -2.151934 0.033 0.010 -0.045
H -3.329077 -3.813009 -2.381290 -0.012 -0.014 -0.006
```
Forces are in eV/Å.

Summary:
Charge: +2
Orbital gap in Eh: 0.266
ΔE to the lowest compared entry with this formula, charge and spin in kJ/mol: 34.91
Energy in eV: -140591.321
HOMO energy in eV: -12.61
Lowest unoccupied orbital energy in eV: -5.3777

Below is a molecular structure, C47H42MnO5P3, with properties calculated with ωB97M-V/def2-TZVPD.

```
98
Properties=species:S:1:pos:R:3:forces:R:3
Mn 0.351228 0.340882 0.308622 -0.339 0.362 0.504
O 2.100950 -0.138742 -2.724955 0.074 -0.262 -0.469
C 3.434972 -0.183717 -2.419440 0.573 -0.027 0.568
C 4.508198 0.163203 -3.231255 -0.255 0.108 -0.180
C 5.800651 -0.031048 -2.772175 -0.040 -0.042 0.090
C 6.047110 -0.586385 -1.526750 0.004 -0.058 0.116
C 4.986216 -0.882124 -0.692274 -0.082 0.009 -0.083
C 3.685468 -0.633149 -1.118883 -0.667 0.487 -0.492
P 2.278421 -0.894929 0.001895 2.363 -1.260 0.444
C 2.340225 -2.716037 0.059511 -0.505 0.046 0.058
C 1.773658 -3.437807 -0.992630 0.051 0.176 0.094
C 1.915433 -4.813962 -1.033527 -0.015 -0.048 -0.107
C 2.626213 -5.473507 -0.040435 -0.008 0.070 0.068
C 3.198752 -4.753833 0.995187 0.046 -0.067 0.008
C 3.056533 -3.377728 1.050671 -0.105 0.215 0.075
C 2.915213 -0.290969 1.606177 -0.288 -0.131 -0.074
C 2.260601 -0.698601 2.773638 0.074 -0.085 -0.184
C 2.579880 -0.121887 3.988456 -0.076 -0.010 0.073
C 3.542031 0.876256 4.049979 -0.001 -0.015 -0.043
C 4.203313 1.275750 2.899467 -0.048 0.083 0.029
C 3.880003 0.712557 1.678460 -0.104 -0.061 -0.140
C 1.609973 0.594593 -3.783476 -0.473 0.579 -0.205
C 2.056202 0.516067 -5.095763 0.093 -0.237 0.154
C 1.506601 1.353847 -6.053057 -0.008 -0.023 0.121
C 0.514941 2.261860 -5.716104 -0.071 0.068 0.027
C 0.012750 2.283885 -4.428690 0.098 -0.036 0.053
C 0.540666 1.432185 -3.464527 0.434 -0.684 0.368
P -0.215778 1.340164 -1.806953 -0.415 1.518 -1.239
C -1.982024 1.153132 -2.221206 0.094 -0.207 0.291
C -2.933872 1.474952 -1.250691 0.129 0.025 0.079
C -4.281528 1.337366 -1.522549 -0.067 0.000 -0.006
C -4.696598 0.878921 -2.763366 0.048 -0.027 0.034
C -3.755778 0.525004 -3.716839 -0.105 -0.049 -0.041
C -2.403261 0.640574 -3.447919 0.157 0.028 0.139
C 0.004424 3.069487 -1.270070 0.036 -0.108 0.204
C -0.987173 4.041545 -1.331398 0.036 -0.190 -0.010
C -0.719925 5.318580 -0.868904 -0.003 0.076 -0.002
C 0.531012 5.632460 -0.361066 -0.044 -0.051 -0.025
C 1.531153 4.671255 -0.327803 0.113 0.082 0.049
C 1.270915 3.390398 -0.773754 -0.200 -0.202 -0.123
H 4.359754 0.599232 -4.204801 -0.031 -0.022 -0.050
H 6.630197 0.245308 -3.403758 0.051 0.028 -0.104
H 7.057789 -0.764038 -1.193518 0.074 -0.025 -0.009
H 5.160126 -1.287944 0.293635 0.057 -0.004 0.059
H 1.236443 -2.914719 -1.775774 -0.029 -0.037 -0.083
H 1.481979 -5.383040 -1.841692 -0.060 0.001 -0.102
H 2.734909 -6.546448 -0.071893 0.009 -0.093 -0.041
H 3.767252 -5.260148 1.760565 0.016 -0.053 0.068
H 3.494269 -2.818766 1.865826 0.076 -0.052 0.025
H 1.501484 -1.472294 2.713590 -0.007 -0.033 0.114
H 2.070426 -0.437312 4.887079 -0.032 -0.035 0.053
H 3.766260 1.355444 4.990995 0.065 -0.043 0.103
H 4.961286 2.044052 2.944033 0.031 0.046 0.027
H 4.379941 1.053190 0.784284 0.028 0.065 -0.022
H 2.801542 -0.210268 -5.375825 0.109 -0.041 -0.025
H 1.859614 1.296588 -7.070017 0.057 -0.018 -0.112
H 0.115454 2.934103 -6.458521 -0.036 0.049 -0.086
H -0.790077 2.956064 -4.163774 -0.082 0.071 -0.024
H -2.611614 1.831961 -0.283072 -0.078 0.088 -0.028
H -5.008349 1.593952 -0.767618 -0.091 0.057 0.065
H -5.748724 0.792161 -2.980817 -0.130 -0.024 -0.049
H -4.077360 0.161150 -4.679357 -0.030 -0.077 -0.114
H -1.683402 0.341647 -4.194992 0.011 0.010 -0.069
H -1.960911 3.799586 -1.733247 -0.052 0.053 0.014
H -1.494300 6.068751 -0.906947 -0.060 0.097 -0.004
H 0.725143 6.627061 0.008167 0.047 0.106 0.015
H 2.509967 4.925352 0.049847 0.083 0.003 0.043
H 2.047966 2.625884 -0.748366 0.011 0.131 0.042
C -2.182225 -2.018617 -0.730775 0.357 0.339 0.002
P -1.179379 -1.546445 0.727006 -1.100 -1.341 0.429
C -0.749081 -3.215883 1.344373 0.267 0.251 -0.096
C -2.485298 -1.066403 1.917317 0.286 0.262 -0.181
H -2.938990 -2.738956 -0.418015 0.060 0.002 0.052
H -1.539259 -2.472584 -1.483222 -0.027 -0.013 -0.096
H -2.665132 -1.137049 -1.145069 -0.064 -0.038 -0.101
H -1.679965 -3.743057 1.552061 -0.033 0.050 0.014
H -0.154791 -3.172305 2.252956 0.064 -0.014 0.085
H -0.195850 -3.761118 0.583558 0.049 -0.036 0.049
H -3.220016 -1.864890 2.004428 0.075 -0.121 -0.042
H -2.977549 -0.167748 1.553951 -0.025 0.031 0.053
H -2.050405 -0.863272 2.895081 -0.016 0.048 0.042
O 0.947697 1.692950 1.822040 0.270 -0.257 -0.408
C -0.282823 1.846205 2.019160 0.138 1.247 1.643
O -1.060180 1.333006 1.146456 -1.049 -0.483 -0.887
C -0.833454 2.506167 3.213197 -0.410 -0.237 -0.369
C -2.198045 2.369883 3.501300 0.463 -0.154 -0.317
C -2.753242 2.869031 4.668196 0.073 0.332 0.446
C -1.906506 3.552249 5.520781 0.742 -0.170 -0.729
O -2.174230 4.135013 6.695589 -0.633 -0.319 -0.216
C -0.978925 4.742424 7.136473 0.225 0.877 1.271
O 0.032900 4.465499 6.190604 0.512 -0.038 -0.211
C -0.540706 3.738230 5.208565 -0.752 -0.398 -0.309
C 0.022630 3.208928 4.074330 0.008 0.235 0.466
H -2.825945 1.843781 2.798333 -0.050 -0.041 -0.011
H -3.795824 2.742508 4.905651 -0.137 -0.011 0.010
H -0.699065 4.339805 8.121340 -0.056 -0.023 -0.326
H -1.137300 5.828466 7.224522 0.085 -0.284 -0.168
H 1.067970 3.330378 3.846163 0.167 0.003 -0.024
```
Forces are in eV/Å.

Summary:
Charge: +2
Orbital gap (alpha / beta) in Eh: 0.182 / 0.229
Spin multiplicity: 5
ΔE to the lowest compared entry with this formula, charge and spin in kJ/mol: 148.32
Energy in eV: -118832.738
HOMO energy (alpha / beta) in eV: -12.51 / -12.52
Lowest unoccupied orbital energy (alpha / beta) in eV: -7.5472 / -6.2831